Formula: C52H105N7O6PS2
Source: the OMol25 dataset
Level of theory: wB97M-V/def2-TZVPD

Values from the calculation:
**Spin multiplicity**: 4
**Expectation value of S²**: 3.7633
**Total charge**: 0

```
173
C52H105N7O6PS2 (wB97M-V/def2-TZVPD)
C -5.123 -4.548 -6.164
C -4.045 -3.491 -5.631
C -3.501 -2.514 -6.812
N -2.091 -2.827 -7.211
C -1.106 -2.266 -6.236
O -0.411 -1.094 -6.772
C 0.018 -0.262 -5.636
C -1.202 0.692 -5.244
C -1.599 0.421 -3.703
C -3.029 1.124 -3.359
N -4.175 0.177 -3.495
C 1.432 0.445 -5.850
C 2.141 0.084 -7.267
S 1.725 1.293 -8.614
C 3.114 1.260 -9.878
C 4.290 2.301 -9.473
O 1.443 1.878 -5.740
C 1.587 2.327 -4.373
C 3.110 2.442 -3.875
C 3.491 3.987 -3.681
C 5.056 4.232 -4.003
C 6.019 3.979 -2.755
C 5.779 4.975 -1.515
C 7.119 5.684 -0.982
C 8.091 4.734 -0.143
S 9.101 3.544 -1.146
C 10.403 4.445 -2.085
N 11.754 4.001 -2.300
N 12.476 4.855 -3.062
C 11.559 5.913 -3.351
O 10.307 5.693 -2.751
P 0.093 -3.689 -5.771
C 1.694 -3.605 -6.784
C -0.718 -5.341 -6.323
C -0.145 -6.564 -5.447
H -5.911 -4.677 -5.335
H -5.706 -4.152 -7.075
H -4.691 -5.593 -6.350
H -3.178 -3.992 -5.072
H -4.571 -2.800 -4.874
H -3.636 -1.434 -6.440
H -4.165 -2.713 -7.729
H -1.927 -2.461 -8.160
H -1.680 -2.022 -5.272
H 0.147 -1.007 -4.762
H -1.077 1.791 -5.498
H -2.111 0.327 -5.855
H -0.839 0.879 -2.978
H -1.645 -0.708 -3.471
H -3.121 2.056 -4.025
H -2.978 1.495 -2.279
H -3.824 -0.796 -3.413
H -4.547 0.318 -4.454
H 2.163 0.048 -5.050
H 3.271 0.203 -7.066
H 1.992 -0.999 -7.573
H 2.727 1.499 -10.934
H 3.615 0.240 -9.944
H 3.843 3.323 -9.244
H 4.864 1.905 -8.567
H 5.054 2.391 -10.324
H 1.059 1.561 -3.695
H 1.039 3.334 -4.279
H 3.139 1.955 -2.830
H 3.846 1.869 -4.544
H 2.887 4.618 -4.430
H 3.235 4.349 -2.620
H 5.336 3.459 -4.802
H 5.242 5.274 -4.448
H 7.093 4.177 -3.119
H 6.025 2.891 -2.386
H 5.072 5.834 -1.823
H 5.283 4.461 -0.610
H 6.777 6.517 -0.259
H 7.633 6.196 -1.861
H 7.557 4.145 0.681
H 8.844 5.417 0.402
H 11.716 6.855 -3.964
H 2.241 -4.602 -6.590
H 2.408 -2.788 -6.440
H 1.413 -3.537 -7.887
H -0.462 -5.452 -7.431
H -1.849 -5.306 -6.218
H -0.716 -7.519 -5.743
H 0.982 -6.665 -5.645
H -0.337 -6.319 -4.348
C -0.597 -1.452 2.348
C -0.347 -1.560 0.818
C 0.024 -3.013 0.451
C 1.436 -3.403 0.881
C 2.462 -2.399 0.364
C 2.118 -0.942 0.736
N 0.707 -0.580 0.406
O 0.626 -0.433 -0.938
C 2.383 -0.715 2.242
C 3.141 -0.002 0.047
C -1.728 -1.230 0.193
H -1.652 -1.590 2.600
H -0.056 -2.208 2.919
H -0.324 -0.465 2.732
H -0.059 -3.156 -0.633
H -0.692 -3.708 0.903
H 1.500 -3.480 1.971
H 1.674 -4.398 0.494
H 3.450 -2.662 0.756
H 2.531 -2.502 -0.725
H 2.074 0.289 2.549
H 3.451 -0.805 2.467
H 1.887 -1.436 2.889
H 3.161 -0.132 -1.040
H 4.154 -0.207 0.399
H 2.918 1.048 0.264
H -2.036 -0.210 0.441
H -2.498 -1.908 0.574
H -1.742 -1.338 -0.895
C -5.947 -3.742 6.891
C -4.957 -2.565 6.671
C -5.655 -1.227 6.998
C -6.666 -0.797 5.938
C -6.034 -0.791 4.550
C -5.346 -2.127 4.197
N -4.426 -2.605 5.272
O -3.315 -1.830 5.233
C -6.419 -3.200 3.904
C -4.622 -1.963 2.837
C -3.848 -2.813 7.724
H -5.868 -4.158 7.899
H -6.991 -3.443 6.777
H -5.746 -4.570 6.208
H -4.906 -0.432 7.103
H -6.161 -1.296 7.968
H -7.542 -1.454 5.952
H -7.038 0.205 6.172
H -6.803 -0.559 3.806
H -5.308 0.028 4.502
H -5.960 -4.178 3.727
H -6.990 -2.945 3.006
H -7.157 -3.311 4.697
H -3.898 -1.142 2.844
H -5.334 -1.734 2.041
H -4.097 -2.883 2.558
H -3.335 -3.762 7.535
H -4.276 -2.863 8.729
H -3.100 -2.017 7.751
C -0.980 3.928 9.285
C -1.554 2.489 9.394
C -0.429 1.507 9.784
C 0.542 1.215 8.642
C -0.205 0.765 7.390
C -1.322 1.744 6.974
N -2.221 2.111 8.109
O -3.020 1.043 8.361
C -0.694 3.019 6.364
C -2.101 1.125 5.786
C -2.560 2.581 10.569
H -1.077 4.479 10.225
H 0.084 3.942 9.044
H -1.513 4.519 8.536
H -0.863 0.557 10.119
H 0.132 1.900 10.639
H 1.154 2.096 8.422
H 1.242 0.431 8.949
H 0.510 0.643 6.570
H -0.627 -0.229 7.575
H -1.462 3.763 6.131
H -0.176 2.788 5.428
H 0.052 3.489 7.002
H -2.515 0.140 6.025
H -1.446 0.980 4.924
H -2.924 1.778 5.472
H -3.369 3.280 10.337
H -2.061 2.940 11.475
H -3.002 1.616 10.828
```

Formula: C5H15NO2
Source: the OMol25 dataset
Level of theory: wB97M-V/def2-TZVPD

Values from the calculation:
**Structure (SMILES)**: C/C=C(\C)NC.O.O
**Total charge**: 0

```
23
C5H15NO2 (wB97M-V/def2-TZVPD)
C -2.573 0.328 0.485
C -1.724 0.518 -0.761
C -0.647 -0.300 -0.956
C -0.593 -1.593 -0.352
N 0.378 0.230 -1.880
C 1.421 0.969 -1.028
H -1.833 0.385 1.259
H -3.267 1.210 0.669
H -3.097 -0.640 0.465
H -2.044 1.454 -1.236
H -1.194 -1.710 0.547
H 0.447 -1.857 0.029
H -0.848 -2.453 -1.135
H -0.117 0.943 -2.545
H 2.133 0.346 -0.442
H 1.971 1.667 -1.839
H 0.870 1.728 -0.290
O 0.166 1.561 2.889
H 0.574 2.354 3.320
H 0.882 1.204 2.363
O 2.707 -1.795 0.389
H 2.786 -1.856 1.328
H 1.793 -2.053 0.110
```

Formula: C7H10O3S
Source: the OMol25 dataset
Level of theory: wB97M-V/def2-TZVPD

Values from the calculation:
**Structure (SMILES)**: C=C1OCOC(=O)C[C@H]1SC
**Total charge**: 0

```
21
C7H10O3S (wB97M-V/def2-TZVPD)
C -1.524 1.889 0.806
C -0.725 0.863 0.925
O -0.205 0.400 2.056
C 1.243 0.516 2.131
O 1.990 -0.407 1.401
C 2.065 -0.555 0.010
O 2.774 -1.429 -0.365
C 1.279 0.405 -0.950
C -0.200 0.147 -0.657
S -0.711 -1.617 -0.223
C -1.700 -2.108 -1.687
H -1.871 2.388 1.580
H -1.915 2.234 -0.129
H 1.552 1.585 1.953
H 1.534 0.356 3.175
H 1.502 1.479 -0.727
H 1.483 0.102 -1.958
H -0.868 0.449 -1.407
H -2.662 -1.650 -1.494
H -1.798 -3.250 -1.718
H -1.243 -1.799 -2.722
```

Formula: C4H6N2O2
Source: the OMol25 dataset
Level of theory: wB97M-V/def2-TZVPD

Values from the calculation:
**Structure (SMILES)**: [H]/N=C\N/C=C\C(=O)O
**Total charge**: 0

```
14
C4H6N2O2 (wB97M-V/def2-TZVPD)
H 2.302 -0.340 0.117
N 2.439 -0.455 0.999
C 1.528 -0.095 1.779
N 0.561 0.685 1.176
C 0.424 0.565 -0.256
C -0.609 -0.049 -0.858
C -1.554 -0.961 -0.296
O -1.770 -1.021 0.876
O -2.457 -1.449 -1.141
H 1.577 -0.197 2.982
H -0.117 1.280 1.685
H 1.050 1.015 -0.951
H -0.573 -0.153 -2.011
H -2.462 -1.312 -2.148
```

Formula: C4H8N2O
Source: the OMol25 dataset
Level of theory: wB97M-V/def2-TZVPD

Values from the calculation:
**Structure (SMILES)**: CCC=O.N=C=N
**Total charge**: 0

```
15
C4H8N2O (wB97M-V/def2-TZVPD)
C -1.464 1.016 -0.759
C -1.129 0.166 0.508
C -0.674 -1.184 0.106
O -0.072 -1.362 -0.935
H -2.513 1.294 -0.938
H -0.733 1.820 -1.034
H -1.331 0.245 -1.684
H -0.232 0.501 1.102
H -2.107 0.132 1.175
H -0.635 -2.010 0.952
N 2.497 0.363 -0.826
C 2.336 -0.048 0.272
N 2.009 -0.176 1.396
H 1.880 -0.054 -1.559
H 2.167 -0.700 2.223
```

Formula: C5H12O3
Source: the OMol25 dataset
Level of theory: wB97M-V/def2-TZVPD

Values from the calculation:
**Structure (SMILES)**: CC(C)C(=O)O.CO
**Total charge**: 0

```
20
C5H12O3 (wB97M-V/def2-TZVPD)
C -1.998 1.235 -0.164
C -0.985 0.169 0.249
C -1.191 -1.107 -0.562
C 0.566 0.915 -0.175
O 0.966 0.788 -1.308
O 0.737 2.038 0.559
H -1.932 2.120 0.471
H -1.836 1.550 -1.199
H -3.023 0.856 -0.095
H -1.161 -0.029 1.317
H -0.654 -1.945 -0.106
H -0.819 -0.988 -1.583
H -2.245 -1.402 -0.593
H 1.246 2.643 -0.009
C 2.382 -1.323 0.398
O 1.637 -0.364 1.144
H 3.425 -1.324 0.719
H 1.947 -2.311 0.558
H 2.394 -1.086 -0.667
H 0.544 -0.434 1.046
```

Formula: C25H80N4O15
Source: the OMol25 dataset
Level of theory: wB97M-V/def2-TZVPD

Values from the calculation:
**Total charge**: 0

```
124
C25H80N4O15 (wB97M-V/def2-TZVPD)
C 1.889 0.982 -6.253
O 1.011 0.112 -5.536
H 1.339 1.474 -7.032
H 2.370 1.686 -5.606
H 2.538 0.362 -6.790
H 1.529 -0.186 -4.830
C -2.099 1.809 -5.908
O -1.719 1.162 -4.622
H -2.040 1.127 -6.761
H -3.139 1.935 -5.801
H -1.665 2.752 -6.162
H -0.840 0.826 -4.757
C -0.097 3.021 -3.181
O -1.444 2.973 -2.634
H -0.033 3.071 -4.315
H 0.393 3.885 -2.769
H 0.513 2.175 -2.818
H -1.968 2.264 -3.138
C -0.650 5.614 0.111
O -1.019 4.221 -0.111
H -1.417 6.092 0.618
H 0.256 5.610 0.754
H -0.484 6.181 -0.831
H -1.318 4.108 -1.033
C -0.578 -6.738 0.973
O -0.130 -5.452 0.613
H -1.288 -7.166 0.233
H 0.269 -7.415 1.064
H -1.094 -6.719 1.935
H -0.647 -4.690 0.907
C 0.101 -3.057 2.904
O -1.185 -3.609 2.537
H 0.175 -2.840 4.027
H 0.832 -3.833 2.573
H 0.449 -2.193 2.342
H -1.914 -3.062 2.806
C -6.502 -0.931 0.864
O -5.222 -0.344 0.733
H -7.137 -0.250 1.460
H -7.002 -1.087 -0.072
H -6.558 -1.882 1.467
H -5.173 0.654 0.904
C 2.942 -5.797 -0.651
O 2.225 -4.593 -0.701
H 3.067 -6.064 0.367
H 2.366 -6.510 -1.180
H 3.938 -5.734 -1.108
H 1.347 -4.815 -0.355
C -0.334 0.607 -0.172
C -1.517 -0.073 -0.787
C -1.080 -1.303 -1.578
O -2.373 -0.427 0.314
H 0.082 0.061 0.614
H -0.713 1.464 0.197
H 0.442 0.855 -0.904
H -2.096 0.587 -1.455
H -0.547 -1.950 -0.885
H -0.536 -0.925 -2.462
H -1.923 -1.912 -1.913
H -3.279 -0.557 0.074
C -4.890 -2.642 5.112
C -3.896 -1.681 4.387
C -2.556 -1.634 5.158
O -3.566 -2.244 3.105
H -5.899 -2.716 4.618
H -5.040 -2.161 6.051
H -4.456 -3.662 5.321
H -4.382 -0.716 4.274
H -2.637 -1.412 6.250
H -1.838 -0.913 4.768
H -2.092 -2.665 5.104
H -3.469 -1.525 2.459
C -4.427 3.010 -0.400
C -4.239 3.239 1.081
C -5.574 3.479 1.787
O -3.747 2.016 1.667
H -3.430 2.819 -0.758
H -4.862 3.965 -0.747
H -5.114 2.173 -0.493
H -3.482 3.958 1.259
H -5.628 3.493 2.870
H -6.333 2.672 1.447
H -6.058 4.446 1.445
H -3.151 1.517 1.125
C 5.270 3.074 -1.261
C 4.286 2.459 -2.238
C 4.984 1.527 -3.277
O 3.398 1.688 -1.464
H 4.653 3.495 -0.453
H 5.968 3.787 -1.692
H 5.870 2.359 -0.792
H 3.739 3.261 -2.838
H 5.357 0.583 -2.917
H 5.837 1.976 -3.758
H 4.361 1.215 -4.133
H 2.816 1.191 -2.073
C 5.763 -0.032 3.515
C 5.305 -1.085 2.566
C 4.078 -1.826 3.063
O 5.198 -0.605 1.270
H 6.779 0.400 3.235
H 5.768 -0.420 4.523
H 5.012 0.781 3.533
H 6.029 -1.892 2.423
H 3.631 -2.530 2.358
H 3.308 -1.059 3.233
H 4.217 -2.387 3.971
H 4.417 -0.080 1.302
C 2.160 2.520 1.868
O 3.363 2.342 2.065
N 1.644 2.931 0.704
N 1.202 2.457 2.962
H 0.676 3.114 0.503
H 2.308 2.804 -0.093
H 1.668 2.189 3.777
H 0.204 2.446 2.842
C 2.448 -1.462 -2.175
O 2.257 -0.418 -2.840
N 2.233 -2.632 -2.887
N 2.780 -1.521 -0.824
H 1.867 -2.478 -3.841
H 2.068 -3.416 -2.330
H 3.391 -0.734 -0.531
H 3.145 -2.388 -0.463
```

Formula: C4H14NO2
Source: the OMol25 dataset
Level of theory: wB97M-V/def2-TZVPD

Values from the calculation:
**Total charge**: +1

```
21
C4H14NO2 (wB97M-V/def2-TZVPD)
C -0.466 0.992 1.847
C -1.358 -0.220 1.510
C -0.937 -0.883 0.183
C -1.844 -1.290 -0.700
N 0.375 1.514 0.727
H -1.143 1.792 2.120
H 0.169 0.743 2.694
H -1.309 -1.023 2.249
H -2.374 0.155 1.434
H 0.127 -0.883 -0.012
H -1.625 -1.508 -1.734
H -2.851 -1.456 -0.327
H 1.273 1.060 0.552
H -0.089 1.457 -0.179
H 0.556 2.502 0.913
H 1.823 -2.368 -1.174
H 2.282 -2.275 -2.537
O 1.951 -1.670 -1.848
H 2.092 1.761 -2.299
H 1.736 0.315 -1.776
O 1.611 1.284 -1.644
```

Computed electronic energy, in the same sequence as the records: -109287.793, -11010.660, -24395.987, -11317.703, -9303.248, -11520.370, -63893.801, -9953.124 eV.
Computed ΔE to the lowest compared entry with this formula, charge and spin, in the same sequence as the records: 817.2, 317.1, 138.9, 322.2, 303.4, 231.2, 0.0, 157.9 kJ/mol.